Molecular formula: C19H33BN5O8
Method: DFT, wB97M-V/def2-TZVPD

Calculated values
Orbital gap in eV: 7.02
Charge: +1
E in a.u.: -1644.07550

Last column: Löwdin charge in e.
Atoms and positions in Å:
C: 0.2328 -0.3323 0.6164  -0.082
C: 1.0656 -1.6203 0.3143  -0.095
B: 1.3237 -2.4614 1.5936  -0.495
O: 0.3786 -3.3135 2.0186  0.232
N: 2.6462 -2.3643 2.3591  0.311
C: 2.9511 -1.3923 3.1376  -0.329
N: 2.0751 -0.3495 3.3893  0.207
N: 4.1718 -1.3359 3.8075  -0.001
C: 5.2367 -0.5550 3.1790  -0.047
C: 6.1501 -1.2606 2.1629  -0.383
C: 5.8096 -2.5402 1.4634  -0.030
N: 7.2423 -0.7109 1.8594  0.171
O: 4.6234 -2.6207 4.2333  0.046
C: 3.7119 -3.1641 4.9668  -0.297
N: 2.7061 -3.4946 5.4618  0.216
H: -0.3579 -0.0492 -0.2393  0.081
H: 0.9172 0.4905 0.7851  0.050
H: -0.4059 -0.4744 1.4801  0.079
H: 2.0217 -1.3327 -0.1162  0.107
H: 0.4878 -2.1865 -0.4148  0.099
H: 0.6967 -3.9261 2.6930  0.125
H: 3.3072 -3.1275 2.2298  0.160
H: 1.9168 0.2288 2.5697  0.108
H: 1.2064 -0.6891 3.7862  0.135
H: 4.7578 0.2767 2.6705  0.147
H: 5.8559 -0.1325 3.9610  0.137
H: 4.9779 -2.4335 0.7689  0.082
H: 6.6775 -2.8893 0.9283  0.092
H: 5.5608 -3.3295 2.1700  0.070
H: 7.3758 0.1617 2.3743  0.073
O: 0.3136 -3.8986 -2.8565  0.121
C: -0.7303 -4.2934 -2.4314  -0.491
O: -1.6230 -3.5007 -1.7772  0.009
C: -2.7192 -4.3083 -1.2972  -0.152
C: -2.7198 -5.5538 -2.1693  -0.152
C: -1.2380 -5.7198 -2.4842  -0.073
H: -2.5427 -4.5361 -0.2434  0.124
H: -3.6423 -3.7410 -1.3861  0.125
H: -3.1721 -6.4161 -1.6842  0.119
H: -3.2706 -5.3598 -3.0903  0.122
H: -0.7206 -6.3027 -1.7207  0.131
H: -1.0675 -6.1515 -3.4656  0.129
O: -0.2088 2.5936 0.4775  0.095
C: -1.3928 2.7019 0.3271  -0.492
O: -1.9763 2.6675 -0.8885  0.024
C: -3.3907 2.9306 -0.7656  -0.141
C: -3.7372 2.5832 0.6734  -0.142
C: -2.4393 2.9298 1.4005  -0.067
H: -3.5696 3.9811 -0.9911  0.105
H: -3.9345 2.3213 -1.4829  0.133
H: -4.6110 3.1140 1.0437  0.122
H: -3.9327 1.5130 0.7601  0.118
H: -2.4049 3.9775 1.7023  0.135
H: -2.2580 2.2883 2.2584  0.121
O: -5.7697 6.5661 -3.8856  0.137
C: -4.6046 6.3536 -3.7621  -0.483
O: -4.0410 6.0001 -2.5736  0.009
C: -2.6138 5.9147 -2.7132  -0.162
C: -2.3651 5.6949 -4.1978  -0.148
C: -3.5296 6.4574 -4.8278  -0.070
H: -2.1709 6.8458 -2.3528  0.131
H: -2.2422 5.0922 -2.1078  0.098
H: -1.3827 6.0314 -4.5222  0.117
H: -2.4514 4.6332 -4.4347  0.119
H: -3.2946 7.5108 -4.9843  0.133
H: -3.8669 6.0080 -5.7567  0.126


Molecular formula: C38H82N10O16
Method: DFT, wB97M-V/def2-TZVPD

Calculated values
Orbital gap in eV: 8.34
E in a.u.: -3248.31676

Last column: Löwdin charge in e.
Atoms and positions in Å:
C: -2.8330 -2.6964 -4.3072  -0.018
C: -1.8518 -2.3100 -3.2368  -0.377
C: -1.6881 -3.3349 -2.1322  -0.020
O: -0.2106 -3.4603 -2.1487  0.100
C: 0.2976 -2.8853 -3.1805  -0.606
O: 1.4889 -2.9619 -3.4901  0.108
O: -0.5991 -2.1374 -3.8011  0.120
H: -2.7803 -1.9847 -5.1312  0.092
H: -3.8730 -2.6509 -3.9841  0.086
H: -2.7062 -3.7609 -4.5044  0.089
H: -2.2825 -1.4550 -2.7156  0.153
H: -2.0758 -4.2991 -2.4610  0.129
H: -2.1935 -2.8993 -1.2702  0.139
C: -0.7475 -7.0690 2.7988  -0.009
C: 0.4010 -6.6265 3.7479  -0.300
C: 1.6743 -7.3771 3.5184  -0.131
O: 2.6027 -6.4062 3.3820  0.144
C: 2.0691 -5.2586 3.3560  -0.663
O: 2.5770 -4.1662 3.2706  0.137
O: 0.7782 -5.2995 3.4522  0.119
H: -1.5902 -6.4294 3.0614  0.082
H: -0.9579 -8.1132 3.0299  0.086
H: -0.6144 -6.9954 1.7195  0.088
H: 0.0920 -6.6781 4.7920  0.157
H: 1.5435 -7.9086 2.5758  0.139
H: 1.9538 -8.0642 4.3170  0.148
C: -4.0474 7.5320 -1.0018  -0.040
N: -2.5986 7.4910 -0.6742  -0.194
C: -1.7061 7.2451 -1.7918  -0.045
C: -2.1693 7.6037 0.5622  -0.345
O: -1.0032 7.9669 0.8372  -0.013
H: -4.6398 8.1621 -0.3383  0.087
H: -4.4235 6.5202 -1.1529  0.084
H: -4.1383 7.8741 -2.0327  0.076
H: -1.9383 6.2797 -2.2414  0.084
H: -1.8870 7.9294 -2.6207  0.080
H: -0.6478 7.3176 -1.5412  0.093
H: -3.0084 7.4405 1.2560  0.132
C: -2.6051 2.8098 -4.8783  -0.045
N: -3.7231 2.4917 -5.7484  -0.193
C: -3.2470 2.1535 -7.0960  -0.080
C: -5.0384 2.4498 -5.3651  -0.324
O: -5.3202 2.9748 -4.3048  0.005
H: -1.7634 2.1538 -5.1005  0.088
H: -2.8523 2.9935 -3.8327  0.092
H: -2.2652 3.7827 -5.2333  0.089
H: -2.6185 2.9179 -7.5528  0.083
H: -2.5463 1.3257 -7.2049  0.076
H: -4.0670 1.9777 -7.7924  0.080
H: -5.6839 2.0438 -6.1592  0.130
C: 3.6711 4.8275 -2.0323  -0.029
N: 4.3198 6.0984 -2.4200  -0.198
C: 4.9172 6.0543 -3.7187  -0.077
C: 4.4391 7.1130 -1.5643  -0.310
O: 4.1141 7.1384 -0.3308  -0.034
H: 3.2537 4.8982 -1.0279  0.088
H: 4.4223 4.0384 -2.0010  0.081
H: 3.0144 4.3348 -2.7493  0.087
H: 5.4830 6.9372 -4.0160  0.086
H: 5.6781 5.2760 -3.7773  0.088
H: 4.1309 5.7983 -4.4289  0.092
H: 4.8740 7.9197 -2.1745  0.125
C: 0.1108 -0.3178 1.7223  -0.053
N: 0.2368 0.5354 0.5551  -0.193
C: 1.5249 0.5248 -0.0832  -0.055
C: -0.6080 1.5524 0.3424  -0.361
O: -0.4979 2.4582 -0.4683  0.018
H: 0.6536 0.1586 2.5387  0.086
H: 0.5799 -1.2925 1.5888  0.087
H: -0.9205 -0.3725 2.0710  0.081
H: 1.4544 0.4597 -1.1690  0.086
H: 2.0692 1.4611 0.0398  0.089
H: 2.1722 -0.3242 0.1366  0.090
H: -1.5887 1.2590 0.7478  0.131
C: 3.4363 2.1092 5.0420  -0.037
N: 3.4308 3.0719 3.8625  -0.191
C: 4.4657 2.9384 2.9290  -0.078
C: 2.3487 3.8803 3.6951  -0.343
O: 2.2776 4.7919 2.8867  0.015
H: 4.4278 2.2297 5.4785  0.071
H: 3.4295 1.0344 4.8612  0.076
H: 2.8145 2.3664 5.8996  0.081
H: 4.5036 1.9001 2.5995  0.088
H: 4.2861 3.5319 2.0326  0.093
H: 5.4007 3.1980 3.4256  0.093
H: 1.4833 3.7380 4.3607  0.131
C: 1.3383 -3.5156 8.3407  -0.074
N: 1.0868 -2.0941 8.2023  -0.186
C: 1.0423 -1.3596 9.5245  -0.013
C: 0.5533 -1.5923 7.0751  -0.340
O: -0.0215 -0.5037 7.0186  -0.015
H: 0.7871 -4.0189 9.1350  0.087
H: 2.3551 -3.5450 8.7323  0.081
H: 1.2555 -4.1004 7.4246  0.083
H: 1.0715 -0.2785 9.3885  0.083
H: 0.1271 -1.5316 10.0910  0.087
H: 1.9181 -1.7699 10.0272  0.079
H: 0.5786 -2.3094 6.2401  0.132
C: -5.1531 -0.8564 4.6880  -0.011
N: -4.5031 -1.8282 5.7424  -0.153
C: -4.5542 -1.2823 7.1418  -0.035
C: -4.0072 -3.0183 5.3526  -0.346
O: -3.7232 -3.9505 6.1426  -0.044
H: -5.0438 -1.1679 3.6492  0.072
H: -4.6800 0.1060 4.8832  0.075
H: -6.2161 -0.6830 4.8558  0.072
H: -4.1405 -1.9243 7.9194  0.079
H: -3.9618 -0.3726 7.2393  0.085
H: -5.6110 -1.1817 7.3890  0.083
H: -3.9070 -3.0187 4.2561  0.122
C: 7.1038 -5.1471 -0.8332  -0.054
N: 7.6556 -3.8911 -1.4072  -0.178
C: 8.8788 -3.9242 -2.2599  -0.024
C: 7.0267 -2.7237 -1.1846  -0.374
O: 7.3204 -1.6350 -1.6283  0.007
H: 6.8058 -5.0178 0.2072  0.079
H: 7.7369 -6.0313 -0.9080  0.081
H: 6.1808 -5.4559 -1.3240  0.077
H: 9.1788 -2.8791 -2.3363  0.078
H: 9.7091 -4.4126 -1.7498  0.083
H: 8.5553 -4.3886 -3.1914  0.090
H: 6.1181 -2.7843 -0.5657  0.136
C: 2.6011 0.2039 -8.6042  -0.044
N: 3.2230 -0.3028 -7.3934  -0.205
C: 3.5146 -1.7086 -7.4394  -0.051
C: 3.2487 0.3853 -6.2889  -0.320
O: 2.9528 1.6248 -6.2249  -0.064
H: 1.7714 -0.4474 -8.8788  0.085
H: 3.2698 0.2007 -9.4649  0.089
H: 2.1804 1.2092 -8.5806  0.087
H: 4.2027 -1.9952 -6.6442  0.093
H: 2.5092 -2.1008 -7.2858  0.097
H: 3.9636 -2.0748 -8.3627  0.091
H: 3.5897 -0.1436 -5.3855  0.141
C: -8.9582 -1.4418 -1.4516  -0.121
N: -8.2114 -0.4868 -0.7712  -0.198
C: -8.8578 -0.3420 0.5643  -0.041
C: -6.9012 -0.1741 -1.0304  -0.341
O: -6.1054 0.3298 -0.2825  0.032
H: -10.0051 -1.1563 -1.5551  0.092
H: -8.9168 -2.3719 -0.8848  0.091
H: -8.5072 -1.6256 -2.4268  0.091
H: -9.9109 -0.0989 0.4237  0.085
H: -8.7320 -1.2137 1.2065  0.090
H: -8.4588 0.5300 1.0824  0.085
H: -6.6691 -0.2472 -2.1042  0.133


Molecular formula: C6H9O4V
Method: DFT, wB97M-V/def2-TZVPD

Calculated values
Orbital gap (alpha / beta) in eV: 8.15 / 9.31
Charge: +1
Relative energy (zero: lowest compared OMol25 entry of this formula, charge and spin) in kcal/mol: 2.5
E in a.u.: -1478.66979
2S+1: 4

Last column: Mulliken spin population.
Atoms and positions in Å:
O: -0.9483 -3.3437 1.0034  -0.004
C: -0.6028 -2.6773 -0.1749  0.037
C: 0.5589 -2.8597 -0.7943  -0.011
H: -1.4044 -2.0358 -0.5467  0.008
H: 0.7236 -2.3484 -1.7432  -0.004
H: 1.3099 -3.5560 -0.4176  0.012
O: 0.8336 1.7131 -1.0795  -0.005
C: 0.9548 0.6574 -0.3110  -0.110
O: 2.0553 0.0435 -0.4096  0.017
V: 0.9952 -0.8123 0.9896  3.048
O: 0.1528 -1.9120 2.3225  0.026
C: -0.7462 -2.7293 2.1453  -0.007
H: -1.2601 -3.2249 2.9781  0.002
C: -0.3789 2.4799 -0.9959  -0.012
H: -0.6831 2.6705 -2.0327  -0.001
H: -1.1479 1.8633 -0.5119  0.003
C: -0.1416 3.7710 -0.2464  -0.001
H: 0.1480 3.5726 0.7946  0.000
H: 0.6473 4.3642 -0.7284  0.001
H: -1.0663 4.3640 -0.2416  0.000